The following is a DFT calculation (ωB97M-V with the def2-TZVPD basis set) of 2 unconnected molecules or ions with the total composition C22H25F3NO6S in a non-equilibrium geometry.

Calculated values
**HOMO**: -4.4 eV
**Largest force on an atom**: 0.0717 hartree/bohr
**Frontier orbital gap**: 0.2615 hartree
**LUMO energy**: 2.75 eV
**Total charge**: -1

Each line ends with the natural charge from an NBO analysis.
CARTESIAN COORDINATES (ANGSTROEM)
C 2.2779 -3.4296 0.4728  -0.63
C 0.9973 -3.2252 1.2246  -0.08
O 0.7972 -1.7888 1.0642  -0.51
C -0.2883 -1.3833 1.7138  0.83
C -0.4527 0.1748 1.8109  -0.41
C -1.9626 0.5046 1.6653  -0.20
C -2.4657 -0.0500 0.3254  -0.41
C -3.9717 0.1314 0.1478  -0.39
C -4.7224 -0.4133 1.3667  -0.40
C -4.2635 0.1704 2.7017  -0.39
C -2.7472 0.0423 2.8803  -0.43
C 0.2899 1.1688 0.8126  0.83
O -0.3244 2.1456 0.4182  -0.61
O 1.5589 0.9198 0.4959  -0.51
C 2.2242 2.0519 -0.1547  -0.08
C 3.6670 1.6369 -0.2431  -0.62
O -1.0898 -2.1612 2.2071  -0.64
H 2.5081 -4.4857 0.3538  0.20
H 2.1867 -2.9768 -0.5162  0.21
H 3.0990 -2.9376 1.0004  0.22
H 0.1458 -3.7448 0.7718  0.19
H 1.0643 -3.4803 2.2941  0.20
H -2.0509 1.6011 1.6042  0.25
H -1.8882 0.4349 -0.4752  0.22
H -2.2424 -1.1259 0.2800  0.20
H -4.2011 1.1894 -0.0313  0.20
H -4.2877 -0.4165 -0.7463  0.20
H -5.8005 -0.2855 1.2393  0.20
H -4.5481 -1.4971 1.4018  0.19
H -4.5394 1.2271 2.8060  0.19
H -4.7593 -0.3586 3.5232  0.20
H -2.5023 -1.0130 3.0591  0.24
H -2.4089 0.6098 3.7642  0.23
H 1.7688 2.1945 -1.1444  0.18
H 2.1014 2.9469 0.4738  0.24
H 4.2417 2.4284 -0.7257  0.21
H 4.0684 1.4610 0.7632  0.23
H 3.7773 0.7279 -0.8450  0.20
F 2.5003 -0.8009 2.7105  -0.33
C 1.8073 -0.2506 3.7241  0.85
F 1.6348 -1.1902 4.6953  -0.33
F 2.5845 0.7552 4.2179  -0.32
S 0.1466 0.4885 3.3858  0.36
N 0.6469 2.9027 4.6845  -0.70
C 1.6146 3.6311 4.0176  0.64
O 1.7578 3.8013 2.8040  -0.66
C 2.4944 4.1958 5.1125  -0.14
C 2.1844 3.5019 6.2644  -0.05
C 2.7676 3.7572 7.4989  -0.23
C 3.7354 4.7689 7.5568  -0.23
C 4.0538 5.5097 6.3958  -0.23
C 3.4148 5.2391 5.1659  -0.19
C 1.0631 2.5504 5.9665  0.63
O 0.6188 1.6966 6.7164  -0.64
H 2.4449 3.1870 8.3686  0.22
H 4.2266 5.0045 8.4954  0.20
H 4.7902 6.3066 6.4619  0.20
H 3.6119 5.8343 4.2778  0.21

Forces on atoms 1 to 3 (eV/Å):
0.4 -0.3 -0.1
0.2 0.5 -0.4
-0.7 -0.5 0.6